# C34H46AuBFN5O8S

A molecular structure, C34H46AuBFN5O8S in a non-equilibrium geometry (ωB97M-V with the def2-TZVPD basis set, the OMol25 dataset).

## Properties
DFT total energy: -77740.110 eV
Multiplicity: 3
F_max: 6.742 eV/A
Charge: +2
E_HOMO (alpha / beta): -0.411 / -0.477 Eh
Frontier orbital gap (alpha / beta): 6.58 / 6.41 eV

```
97
C34H46AuBFN5O8S, DFT ωB97M-V with the def2-TZVPD basis set
H 2.28 -0.87 -5.68
O 0.34 -0.65 0.42
H -1.26 -4.86 4.14
C 0.64 3.49 -4.90
C 5.69 0.36 -6.36
C -2.82 -2.26 3.61
C -2.02 -2.44 2.47
C -2.08 -5.39 3.68
H 2.65 0.48 -3.74
H -1.32 -4.71 0.14
H 5.63 0.56 -7.43
O 1.31 3.13 -1.11
C 2.40 -1.84 -5.19
N 0.91 1.56 -3.55
N 4.44 0.70 -5.71
H -1.56 4.27 1.61
H -2.86 0.54 8.79
N -1.94 -3.67 1.82
C 1.89 -3.02 -6.00
H -2.33 -7.05 2.22
H 2.29 -2.99 -7.01
O 5.85 -1.02 -6.10
C 1.88 3.28 -5.47
H -0.79 -6.10 2.02
H 0.52 5.67 -1.10
H -1.19 4.71 -0.06
H 2.27 5.61 -1.34
C -2.91 -1.03 4.24
H -4.11 1.93 7.25
H 0.05 3.41 3.10
H 3.65 3.94 -0.35
H 2.29 3.95 -6.21
H 3.39 -1.96 -4.76
C -4.34 0.35 5.78
C -0.45 -1.51 0.77
H -0.77 2.73 -3.45
C 0.05 -2.96 -1.24
H 6.69 -1.32 -6.45
O 0.12 -4.07 -1.74
O -0.04 2.42 0.59
H -2.80 -5.81 4.37
H -2.61 -1.83 8.46
H 6.50 0.96 -5.94
H 0.04 -2.05 -6.59
C 0.90 3.62 2.45
C -1.80 -6.13 2.41
H -1.73 -0.91 7.22
H -3.06 -2.73 6.17
C -1.40 -0.11 2.57
C -3.56 -1.81 6.49
H 3.05 2.78 0.84
C -0.58 -2.73 0.09
H 1.62 2.81 2.56
N -3.39 0.10 8.04
C 2.62 2.17 -5.08
H -0.85 0.74 2.16
H 0.03 4.34 -5.18
Au 0.32 0.36 -1.69
N -3.73 -0.90 5.38
H -3.41 -3.08 3.99
H -5.35 0.12 6.15
C -2.72 -1.18 7.60
C 0.19 2.60 -3.94
H -0.09 -3.80 -6.45
O 0.49 -1.85 -1.79
H -0.53 5.67 1.28
C 0.36 -2.91 -6.00
C 0.42 3.74 1.02
C -0.79 4.66 0.95
H 1.37 4.55 2.77
O 4.57 2.89 -6.22
S 1.17 -1.72 -3.77
H 2.20 -3.96 -5.54
H -3.65 -4.91 2.17
C 3.97 1.96 -5.72
C -2.18 0.04 3.68
C 1.47 5.48 -0.61
H -4.32 -0.13 8.42
H 1.61 6.23 0.18
H 3.23 4.49 1.28
H 3.90 -0.08 -5.38
H -4.54 -2.09 6.89
O 0.76 -0.30 -3.79
C 1.55 4.08 -0.03
C 2.10 1.34 -4.11
H -1.02 -2.24 -4.40
H -2.58 1.35 6.55
C -0.08 -2.76 -4.55
F -2.24 1.25 4.28
H -0.08 -3.70 -4.00
C -2.59 -4.85 2.37
C -3.57 1.06 6.89
H -4.45 1.02 4.93
C -1.29 -3.76 0.65
C 2.96 3.81 0.48
C -1.30 -1.35 1.95
B 0.49 2.15 -0.63
```